(P)
Molecular formula: C4H7ClN2S
Method: DFT, ωB97M-V with the def2-TZVPD basis set

```
! RIJCOSX wB97M-V def2-TZVPD def2/J DEFGRID3
* xyz 0 1
H 1.94278 -2.17446 -0.02154
N 1.16448 -1.49729 -0.07912
C 1.66369 -0.48442 -0.72327
N 1.01267 0.72331 -0.85387
C 0.01117 1.33032 -0.12939
S -0.22705 2.96834 -0.16255
C -0.72493 0.44756 0.87871
C -1.70466 -0.56787 0.37491
Cl -2.89309 0.08300 -0.83730
H 2.65466 -0.47735 -1.28701
H 1.59750 1.39114 -1.32769
H -1.12891 0.96527 1.76092
H 0.10613 -0.28251 1.29919
H -2.29744 -1.01403 1.24079
H -1.17699 -1.41100 -0.13276
*
```

SMILES ... [H]/N=C/NC(=S)CCCl
Gap between HOMO and LUMO ... 8.579 eV



(Q)
Molecular formula: C4H7ClN2S
Method: DFT, ωB97M-V with the def2-TZVPD basis set

```
! RIJCOSX wB97M-V def2-TZVPD def2/J DEFGRID3
* xyz 0 1
N -2.94487 -0.31459 -1.48038
C -1.72478 -1.18285 -0.97247
C -1.08830 -0.76962 0.41319
Cl -2.29874 -0.38812 1.65560
C 0.17657 -0.15493 0.68972
N 1.25512 0.03272 -0.18854
C 2.33958 0.73574 0.08623
S 3.62912 1.15068 -0.92879
H -3.72354 -0.44770 -0.71152
H -2.48403 0.65777 -1.14371
H -2.10458 -2.22406 -0.79448
H -0.79725 -1.40013 -1.69971
H 0.48355 0.28444 1.59424
H 1.00057 0.08690 -1.21538
H 2.24769 1.43297 1.06827
*
```

SMILES ... NC/C(Cl)=C\NC=S
Gap between HOMO and LUMO ... 8.313 eV



Unit: hartree. Relative energies: (P) 0.0000; (Q) 0.0825.



(P)
Molecular formula: C5H5F
Method: DFT, ωB97M-V with the def2-TZVPD basis set

```
! RIJCOSX wB97M-V def2-TZVPD def2/J DEFGRID3
* xyz 0 1
C -0.44013 -1.71462 -0.75590
C -0.09530 -0.67373 -0.03623
C -0.54041 0.60228 0.52105
C 0.88242 1.21999 0.51046
C 0.78471 -0.12061 0.98354
F 1.36973 -0.62305 2.16302
H 0.26542 -2.54765 -0.78088
H -1.34294 -1.59780 -1.33741
H -1.44182 1.00769 0.98052
H 1.39969 1.36535 -0.50750
H 1.01309 1.75292 1.42497
*
```

SMILES ... C=C1[C@@H]2C[C@@]12F
Gap between HOMO and LUMO ... 9.679 eV



(Q)
Molecular formula: C5H5F
Method: DFT, ωB97M-V with the def2-TZVPD basis set

```
! RIJCOSX wB97M-V def2-TZVPD def2/J DEFGRID3
* xyz 0 1
C 2.10409 -0.00555 1.76940
C 1.26758 0.12057 0.94004
C 0.06495 0.39629 0.19590
C -0.62010 -0.59207 -0.68615
C -0.21397 0.70180 -1.39205
F 0.74307 0.83729 -2.39895
H 2.98297 -0.46049 2.19127
H -0.67616 0.94855 0.69597
H -0.07523 -1.53070 -0.88645
H -1.70933 -0.72230 -0.59588
H -1.12688 1.40745 -1.63354
*
```

SMILES ... C#C[C@@H]1C[C@@H]1F
Gap between HOMO and LUMO ... 10.541 eV



Unit: hartree. Relative energies: (P) 0.0074; (Q) 0.0000.



(P)
Molecular formula: C4H8NO2
Method: DFT, ωB97M-V with the def2-TZVPD basis set

```
! RIJCOSX wB97M-V def2-TZVPD def2/J DEFGRID3
* xyz 0 2
O -2.29071 1.02228 0.70982
C -2.66385 0.11507 1.40552
O -2.06252 -0.99103 1.69951
H -3.66159 0.18541 1.89467
N -0.08443 -1.32686 -0.02052
C 0.85491 -0.24129 0.28129
C 1.78096 1.12970 -1.55775
C 1.77666 -0.00149 -0.87817
H -0.46254 -1.16651 -0.95774
H -0.91522 -1.28250 0.59379
H 1.40716 -0.53005 1.16664
H 0.32732 0.68385 0.50816
H 2.45110 1.28542 -2.38270
H 1.10018 1.91948 -1.27469
H 2.44257 -0.80148 -1.18783
*
```

Gap between HOMO and LUMO (alpha / beta) ... 11.459 / 5.962 eV
Expectation value of S² ... 0.7602



(Q)
Molecular formula: C4H8NO2
Method: DFT, ωB97M-V with the def2-TZVPD basis set

```
! RIJCOSX wB97M-V def2-TZVPD def2/J DEFGRID3
* xyz 0 2
C -0.69212 1.85798 -0.30976
N -0.70419 0.40285 -0.49157
C -0.36709 -1.65122 0.81927
C 0.13279 -0.30289 0.37413
C 1.59256 -0.49468 -0.57223
O 2.35176 0.37661 -0.24462
O 1.44667 -1.37177 -1.38846
H 0.26544 2.28769 -0.62197
H -0.85095 2.07380 0.74433
H -1.53105 2.32027 -0.81654
H -0.50724 0.14197 -1.45337
H 0.47017 -2.25704 1.15761
H -1.12264 -1.56837 1.60381
H -0.90147 -2.15547 0.01196
H 0.41735 0.34028 1.18739
*
```

Gap between HOMO and LUMO (alpha / beta) ... 9.906 / 8.272 eV
Expectation value of S² ... 0.7550



Unit: hartree. Relative energies: (P) 0.0600; (Q) 0.0000.